The following is a DFT calculation (the ωB97M-V functional and the def2-TZVPD basis) of the ion C5H12O with charge +1 in a non-equilibrium geometry.

Summary:
charge = +1
HOMO level (alpha / beta) = -15.082 / -14.964 eV
2S+1 = 2
ΔE to the lowest compared entry with this formula, charge and spin = 283.62 kJ/mol
LUMO energy (alpha / beta) = -3.5 / -10.0 eV

Element x y z (Å)
C1 -2.2056 0.4081 0.3386
O1 -2.9550 0.0187 -0.7488
C2 -0.7988 0.9986 -0.0457
C3 0.1950 -0.1116 -0.0047
C4 1.7012 0.1676 0.0607
C5 2.4437 -1.2106 -0.0169
H1 -2.6777 1.2483 0.8754
H2 -2.0879 -0.5421 0.9718
H3 -3.7809 0.5937 -0.9001
H4 -0.9647 1.4952 -1.1628
H5 -0.4684 1.8958 0.4427
H6 -0.1350 -0.6718 0.9451
H7 -0.1147 -0.8957 -0.7584
H8 1.9215 0.6786 -0.9932
H9 2.0060 0.7600 0.9474
H10 2.8173 -1.4388 1.0848
H11 3.2945 -1.3374 -0.6995
H12 1.8094 -2.0568 -0.3364

***

The following is a DFT calculation (the ωB97M-V functional and the def2-TZVPD basis) of a structure of composition C3H61Br2O27S.

Summary:
charge = +1
HOMO level = -12.740 eV
2S+1 = 1
LUMO energy = -2.9 eV

Element x y z (Å)
C1 2.7046 -0.3968 2.1282
C2 1.4919 0.2799 2.7781
Br1 1.9960 1.9600 3.5732
C3 0.3945 0.4235 1.6971
S1 -0.7168 -1.0008 1.7168
Br2 -0.7849 1.9186 1.7487
H1 3.4420 0.3651 1.9010
H2 2.4098 -0.8663 1.1872
H3 3.1320 -1.1561 2.7756
H4 1.0968 -0.3073 3.6052
H5 0.8877 0.4357 0.7239
H6 -1.1256 -1.0204 3.0353
H7 0.1776 -2.0661 1.6774
O1 -0.5303 3.8046 -1.0606
H8 -1.4409 3.5838 -1.3179
H9 -0.2640 3.1129 -0.4511
O2 0.4445 -0.1195 -2.0828
H10 0.0847 0.4992 -2.7367
H11 -0.1454 -0.0284 -1.3320
O3 5.2486 -0.6163 3.8871
H12 5.4457 -0.4900 4.8281
H13 5.6226 0.1572 3.4540
O4 -2.0661 -0.9697 4.5455
H14 -2.1059 -0.5305 5.4014
H15 -2.9460 -1.3073 4.3446
O5 1.9773 1.2496 7.1017
H16 1.9546 1.3609 6.1457
H17 1.4908 1.9985 7.4587
O6 -4.2353 1.5465 1.0305
H18 -4.4227 0.7649 1.5636
H19 -3.2796 1.6570 1.0204
O7 1.5137 -1.8356 -4.2029
H20 1.0717 -1.4748 -3.4241
H21 0.8132 -2.1732 -4.7743
O8 0.9071 -3.4798 0.9945
H22 1.3757 -4.2384 1.3620
H23 0.7693 -3.7460 0.0745
O9 -0.9801 5.5207 1.2743
H24 -0.9994 5.1178 0.3908
H25 -0.9175 4.7762 1.8812
O10 -2.5273 1.8819 -2.0117
H26 -2.3424 2.0352 -2.9489
H27 -3.4887 1.9144 -1.9593
O11 2.0864 -5.0612 -1.0905
H28 2.4587 -4.4518 -1.7379
H29 2.7134 -5.7948 -1.0837
O12 -2.4171 -3.3141 -0.4434
H30 -2.7258 -2.9262 -1.2713
H31 -1.9027 -2.6248 -0.0179
O13 6.6871 -3.5927 3.9539
H32 6.6216 -3.6243 2.9953
H33 6.1374 -2.8383 4.2012
O14 2.9252 -6.9641 -3.1116
H34 2.8513 -7.9150 -3.2380
H35 2.4415 -6.5790 -3.8484
O15 -3.2061 5.5834 -1.0647
H36 -3.1623 5.7634 -0.1190
H37 -2.8069 6.3664 -1.4766
O16 3.3971 1.4623 -0.3383
H38 3.2935 1.3943 -1.2946
H39 2.9155 2.2869 -0.1556
O17 -4.7167 2.3833 -3.9231
H40 -5.0131 2.3425 -4.8390
H41 -5.3975 2.9137 -3.4916
O18 -0.4572 1.8168 -4.2816
H42 -0.7119 2.2129 -5.1278
H43 -0.1082 2.5467 -3.7539
O19 0.5417 -2.2584 -7.0119
H44 1.3706 -1.7774 -6.9083
H45 0.7931 -3.1874 -7.0230
O20 -1.8883 7.8186 -2.3934
H46 -2.1279 8.2199 -3.2341
H47 -1.5349 8.5352 -1.8571
O21 -4.1045 3.0916 3.8263
H48 -4.1230 3.0368 2.8618
H49 -4.7624 3.7651 4.0267
O22 -2.5195 2.7545 -6.1538
H50 -3.0758 2.9139 -5.3839
H51 -3.0756 2.2973 -6.7914
O23 2.2245 4.1984 -0.4403
H52 1.3517 4.6094 -0.5016
H53 2.8550 4.8974 -0.6360
O24 6.6731 -1.2209 6.2640
H54 6.6362 -2.0097 6.8144
H55 7.5980 -1.1492 6.0058
O25 -4.5190 -1.3692 0.7023
H56 -4.3420 -0.7894 -0.0453
H57 -3.9774 -2.1601 0.5772
O26 -0.7597 -6.4384 -1.1538
H58 -0.0270 -5.8535 -0.9357
H59 -1.5283 -5.8750 -1.3030
O27 -3.6490 -6.8479 -0.8275
H60 -4.3736 -6.8938 -0.1982
H61 -2.9918 -7.4817 -0.5195

***

The following is a DFT calculation (the ωB97M-V functional and the def2-TZVPD basis) of an isolated molecule of C17H22N2O6S in a non-equilibrium geometry.

Summary:
SMILES = CC(C)COC(=O)n1c(=O)oc2cc(S(=O)(=O)N3CCCCC3)ccc21
charge = 0
HOMO level = -9.195 eV
2S+1 = 1
ΔE to the lowest compared entry with this formula, charge and spin = 67.57 kJ/mol
LUMO energy = 0.5 eV

Element x y z (Å)
C1 3.0194 -4.9006 0.2569
H1 3.5503 -5.3899 1.0696
H2 3.7431 -4.3803 -0.3675
H3 2.3433 -4.1660 0.6889
C2 2.2459 -5.9298 -0.5627
C3 3.1788 -7.0097 -1.1032
H4 2.6240 -7.7514 -1.6723
H5 3.6825 -7.5132 -0.2826
H6 3.9333 -6.5695 -1.7514
C4 1.5223 -5.2561 -1.7326
H7 2.2291 -4.7041 -2.3604
H8 0.9937 -5.9996 -2.3342
O1 0.5198 -4.3569 -1.2518
C5 0.7353 -3.0683 -1.3868
O2 1.6453 -2.5338 -1.9561
N1 -0.2892 -2.3234 -0.7731
C6 -0.4478 -0.9430 -0.8876
C7 0.2535 0.0273 -1.5771
C8 -0.2106 1.3318 -1.4658
C9 -1.3219 1.6320 -0.6986
C10 -2.0355 0.6677 -0.0041
C11 -1.5735 -0.6244 -0.1161
O3 -2.0703 -1.7610 0.4538
C12 -1.3026 -2.8124 0.0735
O4 -1.4744 -3.9332 0.4295
H9 -2.9024 0.9335 0.5748
S1 -1.8966 3.3302 -0.5702
O5 -1.0375 4.1516 -1.3776
O6 -3.3035 3.3586 -0.8330
N2 -1.6795 3.5622 1.0709
C13 -0.3026 3.7978 1.4536
C14 0.1163 5.2549 1.2568
C15 -0.8542 6.1783 1.9898
C16 -2.2774 5.9143 1.5027
C17 -2.6309 4.4441 1.7182
H10 -3.6078 4.2121 1.2936
H11 -2.6338 4.2017 2.7863
H12 -2.3458 6.1339 0.4353
H13 -2.9905 6.5455 2.0349
H14 -0.5832 7.2203 1.8131
H15 -0.7974 5.9916 3.0658
H16 0.0973 5.4773 0.1894
H17 1.1336 5.3938 1.6262
H18 0.3163 3.1323 0.8481
H19 -0.2003 3.5110 2.5061
H20 0.2826 2.1408 -1.9811
H21 1.1176 -0.2271 -2.1671
H22 1.4856 -6.3909 0.0751